Entry 1:
Molecular formula: C53H41N3O9P2SSi
Method: DFT, ωB97M-V/def2-TZVPD

Its molar mass is 986.0 g/mol. The SMILES is C[Si](C)(C)c1cc(P(N)O)c([PH2]=S)c2c1C(=O)N(N)C2=O.O=C1c2ccccc2C(=O)c2ccccc21.O=C1c2ccccc2C(=O)c2ccccc21.O=C1c2ccccc2C(=O)c2ccccc21. The total charge is 0. The value obtained for the HOMO energy is -0.3103 Eh. Its gap between HOMO and LUMO is 6.6718 eV.

Atoms and positions in Å:
C1 -2.1774 1.6003 1.1805
Si1 -2.8081 1.9704 -0.6437
C2 -3.7502 0.3544 -1.1834
C3 -3.9586 3.4855 -0.5156
C4 -1.2519 2.1177 -1.7255
C5 -0.1319 0.9079 -1.8043
C6 1.2215 1.0415 -2.7510
P1 2.4269 -0.4677 -2.8172
N1 3.4031 -0.5759 -1.3328
O1 1.4498 -1.9411 -2.8954
C7 1.5210 2.4390 -3.6187
P2 3.0642 2.6926 -4.7185
S1 2.6310 3.1487 -6.5686
C8 0.3821 3.6080 -3.5078
C9 -0.9804 3.4551 -2.6130
C10 -1.7724 4.8370 -2.8928
O2 -3.0334 5.2213 -3.0272
N2 -0.6582 5.8348 -3.1328
N3 -0.0164 6.3765 -2.0312
C11 0.2421 5.1061 -4.1539
O3 0.7853 5.6422 -5.2580
H1 -1.0843 2.0734 1.2400
H2 -2.1735 0.4581 1.4321
H3 -2.8640 2.2315 1.9202
H4 -2.9639 -0.5150 -1.3162
H5 -4.4498 0.0402 -0.2955
H6 -4.3517 0.5485 -2.1729
H7 -3.4468 4.5248 -0.3521
H8 -4.6427 3.5012 -1.4942
H9 -4.7280 3.2711 0.3720
H10 -0.2942 -0.0939 -1.2106
H11 3.3794 0.3521 -0.8524
H12 3.0440 -1.3499 -0.7130
H13 0.9218 -1.9107 -2.0398
H14 3.7295 1.3833 -4.7776
H15 4.0013 3.5929 -4.0833
H16 0.4559 5.6582 -1.4366
H17 -0.7141 6.9441 -1.4660
C12 2.5215 0.7815 6.1515
C13 2.6653 0.4561 7.5000
C14 1.7020 -0.3291 8.1355
C15 0.5844 -0.7806 7.4231
C16 0.4283 -0.4347 6.0814
C17 1.4051 0.3387 5.4408
C18 -0.7712 -0.8637 5.3335
O4 -0.9073 -0.5633 4.1540
C19 -1.8075 -1.6520 6.0297
C20 -2.9766 -2.0161 5.3490
C21 -3.9559 -2.7730 5.9959
C22 -3.7669 -3.1754 7.3177
C23 -2.6057 -2.8094 8.0000
C24 -1.6286 -2.0378 7.3573
C25 -0.4204 -1.6255 8.0987
O5 -0.2556 -1.9749 9.2619
H18 3.2769 1.3858 5.6539
H19 3.5291 0.8119 8.0573
H20 1.8235 -0.5835 9.1871
H21 1.2968 0.6013 4.3899
H22 -3.1305 -1.7086 4.3158
H23 -4.8653 -3.0502 5.4671
H24 -4.5262 -3.7712 7.8196
H25 -2.4673 -3.1231 9.0334
C26 -10.6649 -4.7196 -2.4096
C27 -10.3278 -3.4201 -2.0320
C28 -8.9998 -2.9956 -2.0996
C29 -8.0032 -3.8775 -2.5348
C30 -8.3368 -5.1842 -2.8889
C31 -9.6727 -5.6030 -2.8373
C32 -7.2871 -6.1379 -3.3021
O6 -7.5797 -7.2848 -3.6167
C33 -5.8796 -5.6921 -3.3221
C34 -4.8681 -6.6021 -3.6560
C35 -3.5356 -6.1854 -3.6903
C36 -3.2112 -4.8602 -3.4014
C37 -4.2162 -3.9529 -3.0630
C38 -5.5522 -4.3725 -3.0139
C39 -6.6039 -3.4143 -2.6201
O7 -6.3190 -2.2506 -2.3615
H26 -11.7012 -5.0476 -2.3658
H27 -11.0993 -2.7355 -1.6866
H28 -8.7447 -1.9780 -1.8081
H29 -9.9426 -6.6175 -3.1252
H30 -5.1132 -7.6378 -3.8860
H31 -2.7512 -6.8949 -3.9447
H32 -2.1741 -4.5335 -3.4351
H33 -3.9548 -2.9211 -2.8339
C40 7.1216 -1.1630 -1.2885
C41 8.4863 -1.3379 -1.5168
C42 9.3595 -0.2562 -1.3918
C43 8.8648 1.0081 -1.0492
C44 7.4973 1.1882 -0.8451
C45 6.6248 0.0975 -0.9537
C46 6.9583 2.5274 -0.5320
O8 5.7576 2.6858 -0.3491
C47 7.8855 3.6737 -0.4513
C48 7.3811 4.9588 -0.2125
C49 8.2524 6.0464 -0.1214
C50 9.6267 5.8532 -0.2588
C51 10.1314 4.5750 -0.5023
C52 9.2577 3.4847 -0.6085
C53 9.7982 2.1426 -0.9018
O9 11.0055 1.9727 -1.0273
H34 6.4422 -2.0079 -1.3769
H35 8.8717 -2.3176 -1.7902
H36 10.4243 -0.4014 -1.5664
H37 5.5577 0.2277 -0.7824
H38 6.3097 5.1177 -0.1009
H39 7.8582 7.0442 0.0589
H40 10.3062 6.6991 -0.1806
H41 11.2050 4.4326 -0.6133

Atom charges from the Löwdin analysis, given in e for atoms 1 to 5: -0.227, 0.477, -0.223, -0.234, -0.142


Entry 2:
Molecular formula: C53H42AsIrN5O2S
Method: DFT, ωB97M-V/def2-TZVPD

Its molar mass is 1080.2 g/mol. As for the expectation value of S²: 0.76. For the energy above the lowest of the compared OMol25 structures with the same formula, charge and spin, the calculation gives 1.1785 eV. The multiplicity is 2. The total charge is +2. The value obtained for the HOMO energy (alpha / beta) is -0.4694 / -0.4696 Eh. Its gap between HOMO and LUMO (alpha / beta) is 6.9578 / 5.6808 eV.

Atoms and positions in Å:
Ir1 0.7530 1.0638 0.3797
C1 5.0401 1.8045 -1.1971
O1 4.4054 3.0566 -0.7823
C2 3.2307 2.7131 -0.3076
N1 2.8473 1.4925 -0.3973
C3 3.9189 0.7435 -1.1018
C4 4.3909 -0.5098 -0.4112
C5 4.9809 -1.5088 -1.1785
C6 5.5244 -2.6294 -0.5692
C7 5.4696 -2.7627 0.8113
C8 4.8770 -1.7703 1.5786
C9 4.3416 -0.6439 0.9701
C10 2.3988 3.6955 0.3926
C11 2.6775 5.0260 0.6457
C12 1.8105 5.7171 1.4880
C13 0.7819 5.0391 2.1369
C14 0.6078 3.7015 1.8338
N2 1.3306 3.0915 0.9014
C15 -0.1116 2.6935 2.6316
N3 0.0919 1.4341 2.4337
C16 -0.3178 0.7799 3.7255
C17 -1.2384 1.8477 4.3208
O2 -0.7715 3.0829 3.7009
C18 -0.9284 -0.5987 3.7308
C19 -2.2746 -0.8032 3.4286
C20 -2.8642 -2.0388 3.6480
C21 -2.1123 -3.0908 4.1518
C22 -0.7641 -2.9084 4.4216
C23 -0.1816 -1.6634 4.2252
H1 5.8508 1.6059 -0.4990
H2 5.4367 1.9412 -2.1981
H3 3.5420 0.4953 -2.0980
H4 5.0269 -1.4045 -2.2573
H5 5.9970 -3.3940 -1.1709
H6 5.8950 -3.6358 1.2878
H7 4.8452 -1.8666 2.6561
H8 3.8931 0.1361 1.5756
H9 3.5604 5.4878 0.2271
H10 1.9819 6.7646 1.6946
H11 0.1581 5.5183 2.8780
H12 0.5954 0.7383 4.3270
H13 -1.1478 1.9445 5.3977
H14 -2.2827 1.7253 4.0416
H15 -2.8838 0.0067 3.0467
H16 -3.9172 -2.1757 3.4379
H17 -2.5805 -4.0466 4.3462
H18 -0.1729 -3.7228 4.8190
H19 0.8570 -1.5086 4.4969
C24 0.4690 3.8194 -4.6763
C25 0.5525 2.4788 -5.0329
C26 0.6661 1.5000 -4.0624
C27 0.6800 1.8645 -2.7193
C28 0.5854 3.1980 -2.3579
C29 0.4913 4.1761 -3.3374
N4 0.8021 0.8316 -1.7004
N5 1.1100 -0.2897 -2.1622
C30 1.2446 -1.2774 -1.1994
C31 1.6656 -2.5503 -1.5853
C32 1.8682 -3.4994 -0.6066
C33 1.6380 -3.1641 0.7293
C34 1.1914 -1.9030 1.0966
C35 0.9973 -0.9217 0.1300
H20 0.3799 4.5804 -5.4396
H21 0.5224 2.1916 -6.0752
H22 0.7308 0.4576 -4.3358
H23 0.5768 3.4840 -1.3209
H24 0.4263 5.2167 -3.0493
H25 1.8413 -2.7588 -2.6331
H26 2.2079 -4.4917 -0.8685
H27 1.8047 -3.9090 1.4984
H28 1.0093 -1.6842 2.1369
S1 -1.3638 2.2719 0.0176
C36 -2.9456 1.5950 0.4396
C37 -3.9372 2.4768 0.8733
C38 -5.2121 2.0032 1.1414
C39 -5.5097 0.6493 1.0156
C40 -4.5256 -0.2366 0.6100
C41 -3.2606 0.2509 0.2971
As1 -1.8529 -0.8087 -0.4028
C42 -1.9956 -0.6196 -2.3135
C43 -2.5707 0.5149 -2.8799
C44 -2.7429 0.5788 -4.2550
C45 -2.3160 -0.4666 -5.0611
C46 -1.7221 -1.5895 -4.4959
C47 -1.5564 -1.6671 -3.1227
C48 -2.4061 -2.6465 -0.1536
C49 -1.8341 -3.4528 0.8187
C50 -2.3082 -4.7439 1.0107
C51 -3.3550 -5.2225 0.2397
C52 -3.9240 -4.4173 -0.7404
C53 -3.4507 -3.1317 -0.9464
H29 -3.7053 3.5276 0.9924
H30 -5.9769 2.6953 1.4678
H31 -6.5061 0.2873 1.2289
H32 -4.7441 -1.2941 0.5363
H33 -2.8927 1.3412 -2.2602
H34 -3.2170 1.4465 -4.6942
H35 -2.4464 -0.4099 -6.1338
H36 -1.4011 -2.4098 -5.1241
H37 -1.1079 -2.5498 -2.6823
H38 -1.0269 -3.0803 1.4323
H39 -1.8596 -5.3724 1.7690
H40 -3.7290 -6.2254 0.3964
H41 -4.7373 -4.7908 -1.3483
H42 -3.8897 -2.5167 -1.7221

Atom charges from the Löwdin analysis, given in e for atoms 1 to 5: 1.211, -0.002, 0.081, -0.310, 0.071


Entry 3:
Molecular formula: C53H42BrGeN8O3PtS
Method: DFT, ωB97M-V/def2-TZVPD

Its molar mass is 1218.6 g/mol. As for the expectation value of S²: 0.76. For the energy above the lowest of the compared OMol25 structures with the same formula, charge and spin, the calculation gives 0.0000 eV. The multiplicity is 2. The total charge is +2. The value obtained for the HOMO energy (alpha / beta) is -0.4801 / -0.4801 Eh. Its gap between HOMO and LUMO (alpha / beta) is 7.4003 / 6.2150 eV.

Atoms and positions in Å:
Pt1 0.8269 -0.0576 -0.1088
Br1 0.5175 -1.9488 1.4493
C1 2.3071 -2.5937 1.2541
C2 2.6694 -3.7259 1.9123
C3 3.9862 -4.1990 1.7372
C4 4.8535 -3.5159 0.9351
C5 4.4672 -2.3277 0.2671
C6 5.3825 -1.6077 -0.5354
C7 5.0028 -0.4453 -1.1336
C8 3.6901 0.0503 -0.9802
C9 2.7495 -0.6342 -0.2508
C10 3.1420 -1.8394 0.4132
H1 1.9729 -4.2546 2.5492
H2 4.2962 -5.1016 2.2445
H3 5.8662 -3.8732 0.7998
H4 6.3877 -1.9908 -0.6543
H5 5.7012 0.1151 -1.7406
H6 3.4661 0.9924 -1.4540
C11 0.7872 -0.2877 -3.5023
C12 1.1925 0.9967 -2.8776
N1 1.1487 1.2941 -1.5818
C13 1.6269 2.5807 -1.4175
C14 1.9545 3.0606 -2.6349
N2 1.6731 2.0613 -3.5397
C15 2.0126 2.0904 -4.9612
N3 3.3554 1.6477 -5.1680
N4 3.6080 0.3106 -5.0876
N5 4.8613 0.1195 -5.0034
C16 5.4975 1.3476 -4.9990
C17 6.8580 1.6632 -4.9303
C18 7.1882 2.9971 -4.9314
C19 6.1993 4.0012 -5.0077
C20 4.8574 3.7043 -5.0866
C21 4.5306 2.3458 -5.0799
H7 0.4584 -0.9845 -2.7316
H8 1.6216 -0.7286 -4.0490
H9 -0.0438 -0.1318 -4.1939
H10 1.7022 3.0502 -0.4556
H11 2.3332 4.0199 -2.9400
H12 1.8899 3.1065 -5.3277
H13 1.3349 1.4311 -5.4966
H14 7.6074 0.8848 -4.8909
H15 8.2270 3.2930 -4.8849
H16 6.5100 5.0373 -5.0160
H17 4.1135 4.4859 -5.1718
O1 -3.2635 3.8241 -2.4076
S1 -2.1560 2.9647 -2.6632
O2 -0.9713 3.4728 -3.2880
N6 -1.7052 2.2299 -1.2184
C22 -1.8673 0.9664 -1.3038
O3 -1.5437 0.1567 -0.2746
C23 -2.4021 0.4236 -2.5750
C24 -2.6802 -0.8810 -2.9406
C25 -3.1938 -1.1075 -4.2123
C26 -3.4282 -0.0527 -5.0891
C27 -3.1532 1.2621 -4.7222
C28 -2.6404 1.4623 -3.4598
H18 -2.5166 -1.7000 -2.2584
H19 -3.4245 -2.1173 -4.5239
H20 -3.8388 -0.2566 -6.0688
H21 -3.3439 2.0867 -5.3957
N7 0.2375 3.2476 2.5945
C29 0.0031 2.5033 1.5076
N8 0.8196 1.4714 1.4463
C30 1.6286 1.5253 2.5817
C31 2.6491 0.6888 3.0302
C32 3.2549 1.0185 4.2244
C33 2.8687 2.1510 4.9610
C34 1.8679 2.9907 4.5203
C35 1.2596 2.6521 3.3165
H22 -0.3085 4.0473 2.8709
H23 -0.7486 2.7341 0.7665
H24 2.9675 -0.1736 2.4611
H25 4.0536 0.3957 4.6035
H26 3.3747 2.3714 5.8908
H27 1.5748 3.8678 5.0816
C36 -6.7356 0.6624 -1.7610
C37 -5.9551 1.7467 -1.3800
C38 -4.8731 1.5576 -0.5348
C39 -4.5523 0.2768 -0.0770
C40 -5.3496 -0.8046 -0.4583
C41 -6.4390 -0.6107 -1.2947
Ge1 -3.0141 -0.1085 1.0083
C42 -2.6303 1.0536 2.4975
C43 -1.7123 0.6489 3.4710
C44 -1.5024 1.4169 4.6058
C45 -2.2099 2.6008 4.7789
C46 -3.1202 3.0173 3.8171
C47 -3.3343 2.2440 2.6822
C48 -2.8369 -1.9703 1.4755
C49 -3.1530 -2.3318 2.7886
C50 -3.1598 -3.6665 3.1707
C51 -2.8564 -4.6532 2.2438
C52 -2.5494 -4.3081 0.9336
C53 -2.5441 -2.9755 0.5536
H28 -7.5840 0.8130 -2.4157
H29 -6.1849 2.7410 -1.7397
H30 -4.2717 2.4164 -0.2630
H31 -5.1230 -1.8033 -0.1025
H32 -7.0566 -1.4517 -1.5809
H33 -1.1726 -0.2846 3.3606
H34 -0.7986 1.0879 5.3598
H35 -2.0647 3.1902 5.6756
H36 -3.6870 3.9279 3.9632
H37 -4.0765 2.5607 1.9596
H38 -3.3969 -1.5726 3.5227
H39 -3.4092 -3.9355 4.1885
H40 -2.8694 -5.6940 2.5393
H41 -2.3195 -5.0783 0.2091
H42 -2.2851 -2.7228 -0.4655

Atom charges from the Löwdin analysis, given in e for atoms 1 to 5: 1.126, 1.016, -0.535, -0.086, -0.040


Across the entries above, max |F| takes the values 0.1825 0.0420 0.0042 Eh/bohr, respectively.